This record from OMol25 describes a cluster of 4 separate species, C6H14O2 in total. The level of theory is wB97M-V/def2-TZVPD.

The total energy comes out at -387.30386 Ha. The calculation puts the energy relative to the best compared isomer or geometry (same formula, charge and spin) at 327.5 kJ/mol. Its multiplicity is 2. As for the LUMO energy (alpha / beta): 3.35 / 1.05 eV. The HOMO-LUMO gap (alpha / beta) comes out at 6.50 / 4.10 eV. As for the net charge: -1. The value obtained for the HOMO energy (alpha / beta) is -3.2 / -3.0 eV.

Each line ends with the Löwdin spin population.
Element x y z (Å)
C (1.64624, -1.84079, -0.56884)  0.006
C (-1.84398, 0.29099, 0.25332)  0.010
C (-2.39127, -0.30987, -0.79900)  0.008
C (-0.83897, 1.39103, 0.17312)  0.099
C (0.26207, 1.25448, 1.26971)  0.008
C (1.48549, 1.61207, 0.86817)  0.009
H (1.28266, -1.32313, -1.46157)  0.003
H (1.80989, -2.85250, -0.96375)  0.000
H (2.60723, -1.44486, -0.24496)  0.000
H (-3.13777, -1.08194, -0.65084)  0.000
H (-2.08230, -0.07597, -1.80838)  -0.001
H (-1.30422, 2.37886, 0.24837)  0.005
H (-0.34568, 1.31114, -0.84752)  0.023
H (-0.11651, 0.70464, 2.13836)  0.004
H (1.59661, 1.80436, -0.19244)  -0.001
H (2.40936, 1.47044, 1.41491)  0.000
H (-1.93539, -0.07712, 1.27833)  0.005
H (-0.71593, -1.99909, 2.29716)  0.000
O (-0.37072, -1.10762, 2.32828)  0.021
H (0.91883, -1.75997, 0.24291)  0.001
H (0.71877, 1.16549, -2.79074)  0.008
O (0.34560, 0.48936, -2.18460)  0.791